[1]
This record from the OMol25 dataset describes a structure of composition C43H42AsBrCaCl3N11O4S5Se. The level of theory is ωB97M-V/def2-TZVPD.

```
112
Properties=species:S:1:pos:R:3:forces:R:3:mulliken_charge:R:1
Br 1.77372 4.51671 -1.15970 0.016 0.002 0.020 -0.13
Se -0.67103 2.82820 -5.17509 0.014 -0.094 -0.022 -0.04
As 3.27155 -1.21811 1.43781 0.158 -0.144 -0.084 0.87
Ca 0.46905 0.54254 -0.01617 0.140 0.406 -0.198 0.69
Cl 1.94734 -3.31280 -8.28533 -0.003 0.006 0.009 -0.25
Cl 4.07347 -5.58787 -2.09226 0.025 0.113 0.049 -0.26
Cl -0.80025 -5.43492 0.12894 0.002 -0.008 -0.005 -0.25
S 3.19430 0.88990 1.19132 0.138 -0.013 0.003 -0.44
S 4.39483 -1.95665 3.14156 -0.057 -0.163 -0.279 -0.52
S 1.30424 -2.00473 1.17052 -0.013 -0.098 -0.041 -0.49
S 4.79575 -2.24946 0.27717 -0.018 0.005 -0.038 -0.50
S -0.57171 -1.76931 -8.51600 0.001 0.013 -0.006 -0.29
O 2.42578 -3.01187 -5.21817 0.133 -0.160 -0.115 -0.30
O -1.21396 0.61324 1.47456 -0.284 0.087 0.146 0.47
O 2.48030 5.68875 3.83777 -0.011 -0.007 -0.002 -0.60
O -3.37159 0.41350 0.89549 -0.008 0.076 0.006 -0.84
N -0.91124 2.39326 -1.34146 -0.262 -0.129 -0.268 1.48
N 1.02400 0.51485 4.36897 -0.007 -0.057 0.172 0.41
N 1.99336 -0.93897 6.54203 -0.070 -0.031 0.045 -0.72
N -1.71030 4.12521 -4.45929 0.040 -0.027 0.026 -1.04
N -1.03252 -0.83326 -1.52610 0.054 -0.210 0.148 -0.43
N 0.98705 3.04437 1.03007 -0.050 -0.041 0.148 0.33
N 3.42914 -1.10349 -2.94716 0.063 -0.057 0.015 0.76
N -3.04678 -0.04079 -2.72262 -0.036 -0.093 -0.047 0.13
N 2.03098 0.28430 -1.95582 -0.042 -0.235 -0.013 1.14
N -0.36632 1.98149 -3.59777 -0.028 -0.010 0.034 -0.14
N 4.17820 -0.45001 5.88685 -0.190 0.127 0.224 -0.52
C 1.88856 -1.70827 -5.30700 0.126 0.182 -0.112 0.78
C -3.06147 -0.20716 -4.16847 -0.014 0.105 0.025 -0.87
C 0.76044 -3.54541 -3.01251 -0.108 0.071 0.057 0.50
C -0.28166 -0.76409 -6.19476 -0.022 -0.039 -0.020 0.01
C 0.86052 2.78992 2.34115 -0.050 0.044 -0.021 -0.77
C 3.65431 0.14747 -3.47914 -0.129 -0.033 -0.140 -1.18
C -3.21034 2.53773 3.52216 0.003 -0.005 0.001 -1.45
C 2.46957 -4.89698 -2.06738 -0.030 -0.020 -0.064 1.05
C 1.96861 4.80276 2.93744 0.020 0.011 0.036 0.93
C -2.71590 -1.22723 3.60695 -0.015 -0.027 -0.030 1.42
C 2.11224 5.08661 1.59057 -0.014 0.002 -0.040 -0.77
C -0.98518 2.70287 -2.66474 0.135 0.179 0.031 -0.43
C 2.45981 -0.95631 -2.01180 0.058 -0.051 -0.163 -1.50
C -0.13582 -3.99301 -2.05676 -0.007 -0.003 -0.005 -0.94
C 0.80069 -2.23544 -7.58832 0.024 -0.003 -0.055 0.82
C 3.08042 -3.39538 -4.01671 -0.110 0.086 -0.038 -0.09
C 2.08672 -3.96046 -3.02448 0.120 0.019 0.159 -0.90
C -1.73268 3.87394 -3.14689 0.001 -0.025 0.029 0.85
C -3.47558 -0.50332 5.79776 0.025 0.001 0.004 0.91
C 0.84008 -1.63087 -6.37254 -0.024 0.041 0.077 -1.34
C -1.63257 3.14985 -0.50466 0.001 -0.101 0.065 -0.71
C -3.18541 1.11438 4.01374 -0.018 -0.025 -0.020 1.64
C -3.81603 -0.81324 7.23286 0.000 0.005 0.001 -1.66
C -3.52659 0.80379 5.32533 0.012 0.018 0.006 -1.17
C -3.06846 -1.50477 4.92557 -0.031 0.000 -0.011 -1.20
C -2.38869 4.25215 -0.87517 -0.013 0.037 0.008 -1.01
C -2.44324 0.40450 1.71230 0.120 -0.178 -0.101 -1.26
C -1.11458 -0.73107 -7.26473 -0.021 -0.017 0.045 -0.63
C 1.59355 4.16026 0.69989 0.001 -0.004 -0.066 -0.14
C -2.43266 4.64129 -2.20601 -0.032 0.010 -0.023 -1.16
C 1.59780 -5.36235 -1.09964 0.005 0.002 0.055 -0.78
C -2.79014 0.08922 3.15530 0.018 0.046 0.009 0.99
C 2.31275 0.41328 4.60673 0.037 -0.029 -0.049 -0.52
C 0.68499 -0.82483 6.28483 0.008 -0.029 -0.014 -0.49
C -2.22303 -2.30947 2.68621 0.009 0.005 0.042 -1.45
C 2.80843 -0.34315 5.68711 0.199 -0.009 0.037 0.05
C 2.76407 0.98116 -2.87931 0.054 0.161 0.107 -0.57
C 1.32180 3.63753 3.32563 0.019 0.051 -0.005 -0.54
C -3.86679 1.03599 -2.17040 -0.078 -0.053 0.089 -0.47
C 0.19565 -0.12778 5.20328 0.035 0.028 0.074 -0.42
C 0.29795 -4.89501 -1.10281 -0.007 0.073 0.035 0.51
C 4.03566 -2.34048 -3.41425 -0.130 0.015 0.079 -1.14
C -1.97311 -0.44104 -2.07066 -0.034 0.176 -0.095 0.48
H -1.17735 -2.13253 2.42050 -0.015 -0.006 -0.002 -0.10
H -4.06333 -0.50764 -4.48483 0.005 0.013 0.010 0.35
H -2.99467 5.50567 -2.53786 -0.001 -0.002 -0.003 0.37
H -3.59536 1.99286 -2.62253 0.014 0.022 0.013 0.25
H 0.41966 -2.82593 -3.74765 -0.052 -0.223 0.167 0.20
H 4.67625 -0.52979 5.00489 0.030 0.050 -0.008 0.25
H -2.93175 4.79716 -0.11333 0.005 -0.001 0.005 0.44
H 2.68061 -0.98311 -5.52995 -0.079 -0.044 -0.022 0.32
H -3.76235 3.18170 4.20843 0.010 0.003 0.006 0.43
H -1.14442 -3.60728 -2.02507 0.003 -0.013 0.002 0.43
H -3.66933 2.60014 2.53417 -0.010 -0.008 0.003 0.30
H 2.99106 0.90000 3.91146 -0.010 0.018 0.037 0.65
H 2.60573 2.03355 -3.04217 0.006 -0.008 0.019 0.34
H -3.72896 1.07213 -1.08998 0.026 -0.001 -0.041 0.00
H 0.00801 -1.32769 6.96750 -0.006 0.001 0.006 0.41
H 2.11128 -1.75731 -1.37627 0.012 -0.048 -0.033 0.81
H -2.35210 -0.97702 -4.46134 -0.071 -0.041 0.043 0.28
H -3.83424 1.60228 5.99550 0.001 -0.001 -0.002 0.34
H -2.02173 -0.15882 -7.37568 0.004 -0.001 -0.011 0.44
H -2.78823 0.72916 -4.66722 0.014 -0.014 -0.009 0.17
H -0.44109 -0.20547 -5.27969 0.075 0.101 -0.061 0.31
H -3.00772 -2.52917 5.28132 0.001 -0.001 -0.005 0.24
H 2.61696 5.97910 1.25468 -0.003 0.000 -0.004 0.45
H 1.93934 -6.05344 -0.34352 -0.013 -0.016 -0.011 0.40
H -0.86144 -0.08053 4.98977 -0.040 0.059 0.030 0.33
H 1.20621 3.36359 4.36760 -0.001 -0.011 -0.004 0.27
H 3.73837 -4.21417 -4.31861 -0.017 0.042 -0.026 0.62
H -1.61092 2.84380 0.53343 0.035 0.005 0.004 0.50
H 4.39081 0.31153 -4.24693 0.004 0.001 0.004 0.48
H 2.37049 5.31919 4.72042 0.000 0.003 -0.004 0.31
H -3.04142 -0.44350 7.90994 0.000 -0.004 -0.003 0.28
H -2.79601 -2.32048 1.75695 0.006 0.004 -0.012 0.35
H 4.75391 -2.06580 -4.18644 0.068 -0.004 0.016 0.45
H -3.90804 -1.88847 7.39031 -0.001 0.000 -0.001 0.37
H 0.38306 1.85911 2.62266 0.007 0.041 -0.044 0.67
H -2.19314 2.92827 3.43063 0.009 0.002 -0.007 0.06
H -4.75769 -0.34541 7.52857 0.000 -0.001 -0.002 0.41
H 4.39002 -1.23265 6.48955 -0.005 0.004 0.007 0.26
H 4.57365 -2.80003 -2.58394 0.019 -0.069 0.019 0.33
H -4.91365 0.81571 -2.39273 0.003 0.005 -0.008 0.37
H -2.29261 -3.29061 3.15723 -0.016 -0.001 -0.003 0.35
H 1.42008 -1.38971 -4.37554 0.134 0.170 0.014 -0.42
```
Forces are in eV/Å.

Its LUMO energy (alpha / beta) is 3.304 / 3.306 eV. The net charge is -2. Its HOMO energy (alpha / beta) is -0.10680 / -0.04733 Ha.



[2]
This record from the OMol25 dataset describes a structure of composition C43H42BrCrN6O2P2S3. The level of theory is ωB97M-V/def2-TZVPD.

```
100
Properties=species:S:1:pos:R:3:forces:R:3:mulliken_charge:R:1
Br 3.35109 -3.29080 -1.86145 -0.105 0.039 0.023 -0.70
Cr 0.14084 -0.15815 -0.34225 -0.498 -0.121 0.129 0.39
S -0.54530 -2.50112 -3.07098 0.020 -0.026 0.007 1.11
S 2.21436 -0.64126 -3.88140 0.073 -0.064 0.119 -0.09
S 4.54975 -0.98866 0.58183 0.322 0.000 -0.225 -0.22
P 1.60647 -0.48720 2.43842 -0.072 0.097 0.130 1.45
P -1.40406 1.33746 -1.46644 0.083 0.052 -0.092 1.29
O -0.59574 -3.77412 -2.42428 0.023 -0.021 -0.044 -0.71
O 0.05282 -2.36326 -4.37205 0.041 0.044 0.062 -0.81
N 0.14507 -1.39047 -2.08151 0.231 -0.019 -0.070 1.08
N 5.52214 1.37508 1.28161 -0.019 -0.044 -0.055 -0.09
N 1.61927 0.17621 -1.53849 -0.026 -0.085 -0.097 0.41
N 0.09586 1.50766 0.79512 0.055 -0.103 -0.059 1.86
N -6.25271 -0.99496 -3.52243 0.027 0.022 0.007 -0.57
N 5.03105 -0.06071 3.01081 -0.024 0.023 -0.139 -0.02
C 2.69360 0.94999 -1.91937 -0.012 0.003 0.064 -1.11
C 3.12871 0.65067 -3.15278 0.018 -0.076 -0.096 -0.56
C 5.43633 0.88473 4.03365 0.002 0.018 0.025 -0.71
C -3.24060 1.65253 -3.56131 0.012 0.079 0.021 -0.49
C -5.09556 2.06148 1.14976 -0.022 -0.011 0.011 -0.71
C -3.01889 -1.95578 -2.05376 -0.017 0.010 -0.062 -0.28
C -2.86705 1.64716 -0.45510 -0.007 -0.067 0.037 0.54
C -0.94552 1.22082 -4.16628 -0.118 -0.001 -0.002 0.22
C -1.26619 1.38129 -5.50224 -0.022 0.021 -0.008 -0.89
C 1.31490 -1.62610 5.04243 0.044 0.004 -0.066 -0.71
C -1.93446 1.35822 -3.18872 0.177 0.004 -0.115 0.83
C -0.91756 -1.81245 1.73520 -0.108 0.184 -0.164 0.21
C 0.45238 -1.60769 1.50837 0.688 0.065 0.051 -1.26
C -4.53446 3.12327 0.45384 -0.001 0.022 -0.017 -0.80
C -4.08862 -1.34772 -4.53769 -0.020 -0.004 0.011 -0.72
C -2.21399 -1.96312 -3.18445 -0.047 0.002 -0.041 -0.33
C 1.26575 -0.73193 -2.45602 -0.181 0.105 0.011 -0.06
C 1.15443 -2.50133 0.68114 -0.024 -0.083 -0.047 0.93
C -2.56701 1.70751 -5.86950 0.067 -0.015 -0.038 -0.60
C -0.33266 2.79757 -1.28159 -0.040 0.018 0.089 -1.34
C 0.01799 2.74593 0.16873 -0.075 0.053 -0.031 0.00
C 5.07198 0.15820 1.67696 -0.062 0.064 0.234 0.25
C -3.43316 0.58614 0.24643 0.035 0.008 0.002 -0.44
C 6.01701 2.40385 2.17682 -0.008 0.003 0.021 -0.72
C 1.97124 -1.64246 3.81317 -0.065 -0.012 0.025 1.42
C 0.21392 1.77503 2.14674 0.004 -0.022 0.143 -0.89
C 3.32890 -3.48110 4.58674 0.035 0.002 -0.026 -0.67
C 0.07804 3.75321 1.09046 -0.006 -0.026 -0.009 -1.38
C -0.81591 -3.84260 0.42956 0.011 -0.007 0.061 -0.31
C -4.35149 -1.60357 -2.15839 0.000 -0.039 0.000 -0.66
C 2.98860 -2.57445 3.59336 -0.114 -0.073 0.124 -0.96
C 1.66685 -2.52779 6.03689 0.027 -0.022 0.005 -0.69
C -2.74852 -1.66118 -4.42854 -0.010 -0.064 0.062 -0.30
C 2.67129 -3.45746 5.80848 -0.015 -0.008 0.057 -0.55
C -1.54416 -2.91995 1.17978 0.052 -0.035 -0.010 -0.80
C -4.54735 0.79146 1.04545 0.006 0.009 0.000 -1.40
C 5.27921 2.29860 3.50156 0.056 0.005 0.004 -0.47
C -3.42303 2.91867 -0.34839 0.006 -0.002 0.028 -0.31
C 0.40683 0.69697 3.16492 0.021 0.038 -0.046 -1.37
C -4.90305 -1.29784 -3.40447 -0.036 0.017 -0.054 0.48
C -3.54798 1.84211 -4.90232 -0.064 -0.019 0.049 -0.78
C 0.21425 3.12904 2.35790 0.018 -0.019 -0.019 -0.99
C 0.52917 -3.63264 0.17098 -0.123 -0.008 -0.007 -1.07
H 6.47705 0.71344 4.33257 -0.008 -0.003 -0.002 0.39
H 0.30953 3.61094 3.31829 -0.001 0.003 0.005 0.55
H 2.94136 -4.16316 6.58340 0.001 -0.005 0.001 0.39
H 0.86839 1.13406 4.05275 0.003 0.011 -0.015 0.73
H -2.98838 3.75180 -0.88632 -0.001 0.003 0.012 0.40
H 0.51184 2.66714 -1.96445 0.005 0.005 0.001 0.55
H 2.20370 -2.34501 0.42724 -0.051 0.006 0.055 -0.42
H 3.98476 1.05971 -3.66076 0.019 0.005 -0.001 0.48
H 3.51249 -2.58440 2.64155 -0.048 -0.061 -0.058 0.40
H -4.01274 1.74901 -2.80910 -0.016 0.005 -0.005 0.35
H -4.56259 2.08987 -5.18834 -0.003 0.000 0.001 0.44
H 5.68271 3.01613 4.21625 -0.006 0.002 -0.004 0.38
H 5.64969 1.46335 0.28774 -0.030 -0.001 0.028 0.26
H 4.11230 -4.20492 4.40324 0.006 -0.012 0.000 0.46
H -4.98229 -0.03563 1.59124 -0.002 -0.012 0.010 0.53
H -1.47877 -1.13282 2.36510 -0.014 -0.018 0.019 0.21
H -4.95951 4.11422 0.54085 -0.002 0.006 0.001 0.43
H 1.15245 -2.50838 6.98938 -0.003 0.003 0.002 0.42
H 5.84486 3.37575 1.71339 0.001 -0.003 0.005 0.40
H -4.98295 -1.58688 -1.27721 0.003 0.001 -0.006 0.42
H -3.00079 -0.40578 0.16240 -0.026 0.083 0.064 0.67
H -6.70827 -0.65791 -2.69074 -0.003 -0.005 0.000 0.22
H -0.49803 1.26025 -6.25437 0.007 -0.006 -0.009 0.49
H 4.68455 -0.96829 3.27505 0.048 0.091 0.052 0.10
H 4.22065 2.51820 3.34743 -0.016 0.006 -0.010 0.13
H 4.81188 0.72800 4.91455 -0.004 -0.009 -0.010 0.33
H -0.84445 3.72334 -1.54674 0.009 -0.013 -0.011 0.74
H -2.60328 -2.24608 -1.09460 -0.003 0.000 -0.072 0.38
H 3.10741 1.66135 -1.22298 -0.006 0.000 -0.009 0.63
H -5.95953 2.22626 1.78013 -0.006 0.004 0.003 0.44
H 0.07447 0.98267 -3.89223 -0.011 0.032 -0.003 0.00
H -2.81307 1.85099 -6.91376 0.001 0.000 -0.003 0.40
H -4.51138 -1.12215 -5.50929 -0.012 0.002 -0.003 0.33
H 0.01389 4.80892 0.87943 -0.003 0.014 -0.001 0.57
H 7.09645 2.30131 2.34268 -0.012 -0.004 0.001 0.28
H -1.31283 -4.70774 0.01181 0.004 0.006 0.000 0.31
H -2.10890 -1.69094 -5.29983 -0.001 0.003 -0.008 0.55
H -2.60003 -3.08498 1.36083 -0.020 0.004 0.000 0.47
H 0.52272 -0.91167 5.22782 -0.008 -0.006 0.021 0.29
H -6.52369 -0.49807 -4.35469 -0.007 -0.012 0.004 0.22
H 1.10917 -4.29191 -0.46154 0.005 -0.010 -0.030 0.40
H -0.53593 0.24699 3.48686 -0.001 -0.026 0.006 0.36
```
Forces are in eV/Å.

The expectation value of S² is 3.8150. Its LUMO energy (alpha / beta) is -1.726 / -0.576 eV. Its spin multiplicity is 4. Its HOMO energy (alpha / beta) is -0.23155 / -0.23157 Ha.



Looking at ΔE to the lowest compared entry with this formula, charge and spin for the records above, in order, we have 0.000 3.364 eV.